*i*
Computed, not measured: a 2-piece molecular cluster, C7H14N2 overall, with ωB97M-V/def2-TZVPD.

Bonds (Å) are listed after each position.
CARTESIAN COORDINATES (ANGSTROEM)
1 C -0.24 0.71 3.40  C2 1.472, H7 1.093, H8 1.121, H9 1.101
2 C 0.59 -0.02 2.43  C1 1.472, C3 1.395, N6 1.381
3 C 0.77 0.25 1.07  C2 1.395, N4 1.419, H10 1.066
4 N 1.88 -0.57 0.76  C3 1.419, C5 1.369, H11 1.008
5 C 2.19 -1.36 1.84  N4 1.369, N6 1.303, H12 1.090
6 N 1.47 -0.99 2.86  C2 1.381, C5 1.303
7 H 0.30 1.02 4.30  C1 1.093
8 H -1.17 0.13 3.59  C1 1.121
9 H -0.56 1.68 2.99  C1 1.101
10 H 0.44 1.03 0.42  C3 1.066
11 H 2.04 -0.85 -0.19  N4 1.008
12 H 2.85 -2.18 1.56  C5 1.090
13 C -0.85 0.07 -3.55  C14 1.533, H16 1.094, H17 1.084, H18 1.104
14 C -0.90 0.69 -2.15  C13 1.533, C15 1.505, H19 1.106, H20 1.106
15 C -1.02 -0.34 -1.07  C14 1.505, H21 1.099, H22 1.087, H23 1.114
16 H -1.82 -0.45 -3.52  C13 1.094
17 H 0.00 -0.51 -3.89  C13 1.084
18 H -0.67 0.80 -4.36  C13 1.104
19 H -0.13 1.47 -1.97  C14 1.106
20 H -1.80 1.34 -2.15  C14 1.106
21 H -1.92 -0.95 -1.25  C15 1.099
22 H -0.23 -1.09 -1.02  C15 1.087
23 H -1.23 0.15 -0.09  C15 1.114

Its SMILES is Cc1c[nH]cn1.CCC. As for the spin multiplicity: 1. The calculation puts the molar mass at 126.20 Da. The HOMO-LUMO gap comes out at 0.3408 Ha. Its HOMO energy is -0.311 Eh.

Results of the Löwdin charge analysis, in e, for atoms 1 through 5: -0.06 -0.36 -0.07 0.02 -0.20

=====

*ii*
Computed, not measured: a 3-piece molecular cluster, C7H14N2 overall, with ωB97M-V/def2-TZVPD.

Bonds (Å) are listed after each position.
CARTESIAN COORDINATES (ANGSTROEM)
1 C 2.05 -1.31 0.77  C4 1.493, H11 1.085, H12 1.084
2 C -0.91 -1.37 0.39  N5 1.456, H13 1.090, H14 1.091, H15 1.088
3 C -1.42 2.77 0.58  C7 1.475, H16 1.093, H17 1.101, H18 1.093
4 C 2.34 -2.15 -0.43  C1 1.493, H21 1.094, H22 1.102, H23 1.094
5 N -0.01 -0.24 0.62  C2 1.456, C6 1.243
6 C 0.51 0.51 -0.23  N5 1.243, N9 1.226
7 C -1.61 1.53 -0.20  C3 1.475, C8 1.313
8 C -2.58 1.11 -0.98  C7 1.313, H19 1.096, H20 1.086
9 N 1.23 1.30 -0.82  C6 1.226, H10 1.018
10 H 2.23 1.12 -0.82  N9 1.018
11 H 2.74 -0.50 0.99  C1 1.085
12 H 1.71 -1.83 1.66  C1 1.084
13 H -0.56 -2.21 0.99  C2 1.090
14 H -0.96 -1.67 -0.66  C2 1.091
15 H -1.90 -1.10 0.75  C2 1.088
16 H -1.32 2.55 1.64  C3 1.093
17 H -2.28 3.45 0.45  C3 1.101
18 H -0.53 3.30 0.25  C3 1.093
19 H -3.45 1.74 -1.19  C8 1.096
20 H -2.56 0.15 -1.49  C8 1.086
21 H 2.54 -1.54 -1.32  C4 1.094
22 H 3.22 -2.80 -0.29  C4 1.102
23 H 1.50 -2.81 -0.67  C4 1.094

As for the spin multiplicity: 1. The calculation puts the molar mass at 126.20 Da. The HOMO-LUMO gap (spin up / spin down) comes out at 0.3130 / 0.2795 Ha. Its HOMO energy (spin up / spin down) is -0.279 / -0.264 Eh.

Results of the Löwdin charge analysis, in e, for atoms 1 through 5: -0.11 -0.10 -0.12 -0.18 0.02

=====

*iii*
Computed, not measured: a 2-piece molecular cluster, C7H14N2 overall, with ωB97M-V/def2-TZVPD.

Bonds (Å) are listed after each position.
CARTESIAN COORDINATES (ANGSTROEM)
1 C 1.92 2.43 0.96  C2 1.504, H7 1.084, H8 1.089, H9 1.091
2 C 0.87 1.42 1.34  C1 1.504, C3 1.361, N6 1.378
3 C 0.78 0.15 0.88  C2 1.361, N4 1.373, H10 1.079
4 N -0.05 -0.52 1.75  C3 1.373, C5 1.372, H11 1.005
5 C -0.55 0.43 2.60  N4 1.372, N6 1.296, H12 1.082
6 N -0.06 1.60 2.34  C2 1.378, C5 1.296
7 H 2.87 1.93 1.15  C1 1.084
8 H 1.88 3.32 1.59  C1 1.089
9 H 1.77 2.80 -0.05  C1 1.091
10 H 1.28 -0.36 0.07  C3 1.079
11 H -0.43 -1.43 1.56  N4 1.005
12 H -1.22 0.06 3.36  C5 1.082
13 C -0.38 -2.52 -3.50  C14 1.520, H16 1.089, H17 1.089, H18 1.096
14 C -0.53 -1.60 -2.29  C13 1.520, C15 1.527, H19 1.083, H20 1.093
15 C -1.71 -0.64 -2.29  C14 1.527, H21 1.087, H22 1.087, H23 1.096
16 H -0.22 -1.98 -4.43  C13 1.089
17 H -1.11 -3.31 -3.66  C13 1.089
18 H 0.59 -3.00 -3.35  C13 1.096
19 H -0.62 -2.21 -1.40  C14 1.083
20 H 0.43 -1.11 -2.12  C14 1.093
21 H -2.51 -0.98 -2.94  C15 1.087
22 H -2.04 -0.40 -1.28  C15 1.087
23 H -1.44 0.35 -2.69  C15 1.096

Its SMILES is Cc1c[nH]cn1.CCC. As for the spin multiplicity: 1. The calculation puts the molar mass at 126.20 Da. The HOMO-LUMO gap comes out at 0.3436 Ha. Its HOMO energy is -0.314 Eh.

Results of the Löwdin charge analysis, in e, for atoms 1 through 5: -0.04 -0.35 -0.09 0.04 -0.21

=====

*iv*
Computed, not measured: a 2-piece molecular cluster, C7H14N2 overall, with ωB97M-V/def2-TZVPD.

Bonds (Å) are listed after each position.
CARTESIAN COORDINATES (ANGSTROEM)
1 C -1.25 1.50 -0.91  C2 1.473, H7 1.086, H8 1.088, H9 1.192
2 C -1.26 0.20 -0.23  C1 1.473, C3 1.509, C4 1.357
3 C -1.96 0.14 1.11  C2 1.509, H10 1.094, H11 1.091, H12 1.088
4 C -0.44 -0.82 -0.62  C2 1.357, N5 1.405, N6 1.409
5 N 0.18 -0.89 -1.87  C4 1.405, H13 1.012, H14 1.009
6 N -0.29 -2.01 0.13  C4 1.409, H15 1.009, H16 1.013
7 H -1.08 1.43 -1.99  C1 1.086
8 H -2.17 2.05 -0.76  C1 1.088
9 H -0.26 2.04 -0.52  C1 1.192
10 H -2.77 -0.59 1.11  C3 1.094
11 H -1.27 -0.12 1.91  C3 1.091
12 H -2.38 1.11 1.35  C3 1.088
13 H 1.02 -1.46 -1.84  N5 1.012
14 H 0.41 0.02 -2.24  N5 1.009
15 H -1.00 -2.14 0.83  N6 1.009
16 H -0.25 -2.82 -0.47  N6 1.013
17 C 1.61 1.82 0.02  C18 1.216, H20 1.059
18 C 1.87 0.70 0.41  C17 1.216, C19 1.450
19 C 2.29 -0.50 1.11  C18 1.450, H21 1.089, H22 1.100, H23 1.091
20 H 1.84 2.78 -0.38  C17 1.059
21 H 3.03 -0.26 1.86  C19 1.089
22 H 2.71 -1.24 0.41  C19 1.100
23 H 1.43 -0.97 1.59  C19 1.091

Its SMILES is CC(C)=C(N)N.C#CC. As for the spin multiplicity: 1. The calculation puts the molar mass at 126.20 Da. The HOMO-LUMO gap comes out at 0.2958 Ha. Its HOMO energy is -0.262 Eh.

Results of the Löwdin charge analysis, in e, for atoms 1 through 5: -0.09 -0.34 -0.07 -0.45 0.11

=====

Stability ranking, top and bottom: *iii* is the most stable and *ii* is the least stable.

=====

*i*
Computed, not measured: C7H14N2 in the gas phase, with ωB97M-V/def2-TZVPD.

Bonds (Å) are listed after each position.
CARTESIAN COORDINATES (ANGSTROEM)
1 C -0.33 1.21 0.32  C3 1.526, C4 1.523, C8 1.769, H10 1.090
2 C -0.99 -1.08 -2.26  C6 1.445, H15 1.094, H16 1.093, H17 1.096
3 C 0.13 2.41 1.14  C1 1.526, H18 1.093, H19 1.092, H20 1.088
4 C -1.64 0.67 0.87  C1 1.523, H21 1.088, H22 1.092, H23 1.093
5 C 0.73 -1.63 -0.26  C6 1.256, N7 1.373, C8 1.889
6 C -0.11 -1.32 -1.14  C2 1.445, C5 1.256
7 N 1.52 -2.68 0.14  C5 1.373, H11 1.009, H12 1.009
8 C 1.03 0.08 0.49  C1 1.769, C5 1.889, N9 1.298, H14 1.096
9 N 2.17 0.58 0.12  C8 1.298, H13 1.018
10 H -0.43 1.50 -0.73  C1 1.090
11 H 1.16 -3.61 0.01  N7 1.009
12 H 2.31 -2.52 0.75  N7 1.009
13 H 2.75 -0.07 -0.40  N9 1.018
14 H 0.76 -0.23 1.51  C8 1.096
15 H -1.66 -0.23 -2.07  C2 1.094
16 H -0.46 -0.91 -3.20  C2 1.093
17 H -1.65 -1.95 -2.39  C2 1.096
18 H -0.61 3.21 1.06  C3 1.093
19 H 0.23 2.13 2.19  C3 1.092
20 H 1.09 2.79 0.80  C3 1.088
21 H -2.15 -0.01 0.19  C4 1.088
22 H -1.48 0.19 1.84  C4 1.092
23 H -2.36 1.47 1.02  C4 1.093

As for the spin multiplicity: 1. The calculation puts the molar mass at 126.20 Da. The HOMO-LUMO gap (spin up / spin down) comes out at 0.2573 / 0.2575 Ha. Its HOMO energy (spin up / spin down) is -0.256 / -0.256 Eh.

Results of the Löwdin charge analysis, in e, for atoms 1 through 5: -0.36 -0.07 -0.12 -0.11 -0.23

=====

*ii*
Computed, not measured: a 2-piece molecular cluster, C7H14N2 overall, with ωB97M-V/def2-TZVPD.

Bonds (Å) are listed after each position.
CARTESIAN COORDINATES (ANGSTROEM)
1 C 0.51 -2.99 -0.31  C2 1.515, H7 1.058, H8 1.218, H9 1.164
2 C 1.41 -1.84 0.10  C1 1.515, C3 1.396, N6 1.376
3 C 2.65 -1.72 0.73  C2 1.396, N4 1.443, H10 1.013
4 N 3.00 -0.32 0.62  C3 1.443, C5 1.442, H11 1.024
5 C 1.91 0.29 -0.09  N4 1.442, N6 1.355, H12 1.060
6 N 0.95 -0.63 -0.35  C2 1.376, C5 1.355
7 H 0.36 -3.79 0.36  C1 1.058
8 H 0.94 -3.22 -1.43  C1 1.218
9 H -0.56 -2.56 -0.47  C1 1.164
10 H 3.38 -2.33 1.08  C3 1.013
11 H 3.77 0.22 1.03  N4 1.024
12 H 1.69 1.33 -0.15  C5 1.060
13 C -2.13 0.47 -0.29  C14 1.461, H16 1.147, H17 1.141, H18 1.191
14 C -1.21 1.52 0.15  C13 1.461, C15 1.551, H19 1.056, H20 1.070
15 C -1.95 2.86 -0.09  C14 1.551, H21 1.141, H22 1.177, H23 1.139
16 H -3.17 0.72 0.11  C13 1.147
17 H -1.79 -0.59 -0.06  C13 1.141
18 H -2.17 0.33 -1.47  C13 1.191
19 H -1.12 1.45 1.20  C14 1.056
20 H -0.20 1.30 -0.12  C14 1.070
21 H -1.53 3.21 -1.10  C15 1.141
22 H -3.11 2.71 -0.22  C15 1.177
23 H -1.66 3.57 0.75  C15 1.139

Its SMILES is Cc1c[nH]cn1.CCC. As for the spin multiplicity: 1. The calculation puts the molar mass at 126.20 Da. The HOMO-LUMO gap comes out at 0.3487 Ha. Its HOMO energy is -0.318 Eh.

Results of the Löwdin charge analysis, in e, for atoms 1 through 5: -0.05 -0.36 -0.03 0.04 -0.13

=====

Stability ranking, top and bottom: *ii* is the most stable and *i* is the least stable.

=====

*i*
Computed, not measured: a 2-piece molecular cluster, CH2F3N3 overall, with ωB97M-V/def2-TZVPD.

Bonds (Å) are listed after each position.
CARTESIAN COORDINATES (ANGSTROEM)
1 C -0.20 -0.21 0.50  N2 1.188, N4 1.291
2 N -0.89 0.13 1.41  C1 1.188, H8 1.012
3 N 1.15 1.21 -0.55  F5 1.405, H9 0.991
4 N 0.18 -1.28 -0.11  C1 1.291, F6 1.334, F7 1.521
5 F 0.35 2.36 -0.54  N3 1.405
6 F 0.43 -1.30 -1.42  N4 1.334
7 F -0.53 -2.58 0.24  N4 1.521
8 H -1.47 0.78 1.92  N2 1.012
9 H 0.98 0.88 -1.46  N3 0.991

As for the spin multiplicity: 1. The calculation puts the molar mass at 113.04 Da. The HOMO-LUMO gap (spin up / spin down) comes out at 0.2903 / 0.3234 Ha. Its HOMO energy (spin up / spin down) is -0.326 / -0.359 Eh.

Results of the Löwdin charge analysis, in e, for atoms 1 through 5: -0.26 0.24 0.08 -0.03 -0.18

=====

*ii*
Computed, not measured: CH2F3N3 in the gas phase, with ωB97M-V/def2-TZVPD.

Bonds (Å) are listed after each position.
CARTESIAN COORDINATES (ANGSTROEM)
1 H -2.08 -2.00 -0.83  N2 1.050
2 N -1.33 -1.47 -0.32  H1 1.050, C3 1.223
3 C -0.44 -0.75 -0.76  N2 1.223, F4 1.266, N5 1.551
4 F 0.04 -0.52 -1.91  C3 1.266
5 N 0.40 0.17 0.16  C3 1.551, F6 1.556, N7 1.368
6 F 0.74 1.33 -0.82  N5 1.556
7 N 0.80 0.60 1.40  N5 1.368, F8 1.369, H9 1.062
8 F 0.07 1.70 1.76  N7 1.369
9 H 1.80 0.95 1.34  N7 1.062

Its SMILES is [H]/N=C(\F)N(F)NF. As for the spin multiplicity: 1. The calculation puts the molar mass at 113.04 Da. The HOMO-LUMO gap comes out at 0.4167 Ha. Its HOMO energy is -0.384 Eh.

Results of the Löwdin charge analysis, in e, for atoms 1 through 5: 0.11 0.19 -0.46 0.17 0.02

=====

Stability ranking, top and bottom: *ii* is the most stable and *i* is the least stable.

=====

*i*
Computed, not measured: C4H6N2S in the gas phase, with ωB97M-V/def2-TZVPD.

Bonds (Å) are listed after each position.
CARTESIAN COORDINATES (ANGSTROEM)
1 H -2.22 -0.41 1.26  N2 1.191
2 N -2.22 -1.05 0.26  H1 1.191, C3 1.326
3 C -1.37 -0.67 -0.69  N2 1.326, N4 1.355, H9 1.067
4 N -0.74 0.53 -0.66  C3 1.355, C5 1.385, C6 1.456
5 C -0.16 1.06 0.48  N4 1.385, C6 1.498, H10 1.302, H11 1.215
6 C 0.72 0.52 -0.61  N4 1.456, C5 1.498, C7 1.513, H12 1.183
7 C 1.60 -0.54 0.00  C6 1.513, S8 1.646, H13 1.106
8 S 3.24 -0.40 -0.08  C7 1.646
9 H -1.12 -1.27 -1.53  C3 1.067
10 H 0.13 0.11 1.32  C5 1.302
11 H -0.44 2.18 0.85  C5 1.215
12 H 1.32 1.12 -1.43  C6 1.183
13 H 1.25 -1.20 0.82  C7 1.106

Its SMILES is [H]/N=C\N1C[C@H]1C=S. As for the spin multiplicity: 1. The calculation puts the molar mass at 114.17 Da. The HOMO-LUMO gap comes out at 0.3077 Ha. Its HOMO energy is -0.337 Eh.

Results of the Löwdin charge analysis, in e, for atoms 1 through 5: 0.12 0.05 -0.30 -0.09 -0.14

=====

*ii*
Computed, not measured: C4H6N2S in the gas phase, with ωB97M-V/def2-TZVPD.

Bonds (Å) are listed after each position.
CARTESIAN COORDINATES (ANGSTROEM)
1 N -2.20 -0.84 0.07  C2 1.412, H8 1.082, H9 1.082
2 C -0.98 -0.19 -0.22  N1 1.412, C3 1.435, N7 1.393
3 C -0.63 1.20 -0.14  C2 1.435, C4 1.377, H10 1.122
4 C 0.74 1.23 -0.01  C3 1.377, C5 1.409, H11 1.160
5 C 1.30 -0.07 -0.03  C4 1.409, S6 1.805, N7 1.395
6 S 3.08 -0.36 -0.17  C5 1.805, H12 1.352
7 N 0.21 -0.92 -0.14  C2 1.393, C5 1.395, H13 1.037
8 H -2.88 -0.11 0.49  N1 1.082
9 H -2.55 -1.45 -0.74  N1 1.082
10 H -1.28 2.09 -0.36  C3 1.122
11 H 1.46 2.12 0.16  C4 1.160
12 H 3.48 -0.75 1.06  S6 1.352
13 H 0.25 -1.95 0.02  N7 1.037

Its SMILES is Nc1ccc(S)[nH]1. As for the spin multiplicity: 1. The calculation puts the molar mass at 114.17 Da. The HOMO-LUMO gap comes out at 0.3112 Ha. Its HOMO energy is -0.280 Eh.

Results of the Löwdin charge analysis, in e, for atoms 1 through 5: 0.04 -0.38 -0.07 -0.18 -0.66

=====

Stability ranking, top and bottom: *ii* is the most stable and *i* is the least stable.

=====

*i*
Computed, not measured: C4H6N2S in the gas phase, with ωB97M-V/def2-TZVPD.

Bonds (Å) are listed after each position.
CARTESIAN COORDINATES (ANGSTROEM)
1 N -2.69 -0.26 -0.11  N2 1.397, H8 0.994, H9 1.024
2 N -1.62 -1.16 -0.09  N1 1.397, C3 1.265
3 C -0.46 -0.65 -0.07  N2 1.265, C4 1.473, S7 1.783
4 C -0.03 0.75 -0.08  C3 1.473, C5 1.318, H10 1.103
5 C 1.28 0.94 -0.07  C4 1.318, C6 1.505, H11 1.091
6 C 2.12 -0.31 -0.02  C5 1.505, S7 1.811, H12 1.117, H13 1.087
7 S 0.98 -1.71 -0.05  C3 1.783, C6 1.811
8 H -2.64 0.44 0.59  N1 0.994
9 H -3.53 -0.81 0.12  N1 1.024
10 H -0.76 1.58 -0.17  C4 1.103
11 H 1.77 1.91 -0.07  C5 1.091
12 H 2.77 -0.34 0.89  C6 1.117
13 H 2.80 -0.38 -0.87  C6 1.087

Its SMILES is N/N=C1\C=CCS1. As for the spin multiplicity: 1. The calculation puts the molar mass at 114.17 Da. The HOMO-LUMO gap comes out at 0.3256 Ha. Its HOMO energy is -0.294 Eh.

Results of the Löwdin charge analysis, in e, for atoms 1 through 5: -0.01 -0.07 -0.63 -0.11 -0.15

=====

*ii*
Computed, not measured: C4H6N2S in the gas phase, with ωB97M-V/def2-TZVPD.

Bonds (Å) are listed after each position.
CARTESIAN COORDINATES (ANGSTROEM)
1 N 3.05 -0.38 -0.66  C2 1.143
2 C 2.00 0.05 -0.54  N1 1.143, C3 1.391
3 C 0.79 0.74 -0.48  C2 1.391, C4 1.839, S7 1.766, H8 1.106
4 C -0.41 -0.61 -0.82  C3 1.839, N5 1.426, H9 1.085, H10 1.005
5 N -1.40 -0.37 0.18  C4 1.426, C6 1.328, H11 1.021
6 C -0.80 -0.09 1.33  N5 1.328, S7 1.950, H12 1.132, H13 1.121
7 S 0.43 1.40 1.11  C3 1.766, C6 1.950
8 H 0.67 1.40 -1.36  C3 1.106
9 H -0.83 -0.49 -1.81  C4 1.085
10 H 0.22 -1.39 -0.77  C4 1.005
11 H -1.95 0.44 -0.11  N5 1.021
12 H -1.59 0.19 2.10  C6 1.132
13 H -0.19 -0.88 1.84  C6 1.121

Its SMILES is N#C[C@H]1CNCS1. As for the spin multiplicity: 1. The calculation puts the molar mass at 114.17 Da. The HOMO-LUMO gap comes out at 0.3608 Ha. Its HOMO energy is -0.341 Eh.

Results of the Löwdin charge analysis, in e, for atoms 1 through 5: 0.16 -0.37 -0.59 -0.08 -0.13

=====

Stability ranking, top and bottom: *i* is the most stable and *ii* is the least stable.